# 1
Molecular formula: C18H19FN4O5
Method: DFT, the ωB97M-V functional and the def2-TZVPD basis

Summary:
Structure (SMILES) = Cc1ccc(F)c(Oc2cc(NN3CCCCC3)c([N+](=O)[O-])cc2[N+](=O)[O-])c1
Frontier orbital gap = 7.98 eV

Geometry as XYZ:
```
47
Properties=species:S:1:pos:R:3:forces:R:3:lowdin_charge:R:1
C 6.3534 2.5239 -0.3763 0.05 -0.10 -0.02 -0.05
C 4.9883 2.2036 -0.8995 -0.16 0.01 0.00 -0.27
C 4.1441 1.3740 -0.1766 -0.33 -0.05 -0.17 0.04
C 2.8902 1.0286 -0.6600 0.09 0.58 -0.27 -0.20
C 2.4772 1.5633 -1.8779 -0.09 -0.01 0.17 -0.20
C 3.3036 2.3875 -2.6130 -0.12 -0.17 0.09 0.01
C 4.5578 2.7013 -2.1238 -0.02 -0.05 0.04 -0.04
H 5.2069 3.3400 -2.7026 0.08 0.09 -0.05 0.11
H 2.9517 2.7723 -3.5568 -0.07 0.03 -0.10 0.12
F 1.2362 1.2743 -2.3515 0.21 0.11 0.09 0.08
O 2.0722 0.2672 0.1420 0.07 0.07 0.09 0.09
C 1.1694 -0.5915 -0.3766 -0.40 -0.55 -0.34 -0.17
C -0.0466 -0.6498 0.2705 0.29 0.10 0.00 0.09
C -1.0930 -1.4976 -0.1318 0.16 -0.14 -0.20 -0.14
N -2.2532 -1.4992 0.5303 -0.77 -0.37 0.02 0.06
N -2.4942 -0.6501 1.6055 0.34 0.12 0.03 -0.16
C -3.2998 -1.3375 2.6068 0.18 -0.25 0.38 -0.17
C -3.9945 -0.3287 3.5101 -0.06 -0.10 -0.17 -0.18
C -5.0315 0.4756 2.7161 0.04 0.00 -0.01 -0.19
C -4.5715 0.6683 1.2646 0.14 0.09 0.03 -0.18
C -3.0470 0.6456 1.1974 -0.27 0.22 -0.20 -0.16
H -2.6345 1.4074 1.8646 -0.01 0.06 -0.08 0.12
H -2.6962 0.8597 0.1859 0.06 0.00 0.11 0.12
H -4.9648 -0.1309 0.6326 -0.02 0.01 -0.07 0.11
H -4.9438 1.6120 0.8665 -0.05 -0.02 -0.09 0.11
H -5.1770 1.4442 3.1953 -0.08 0.01 0.00 0.11
H -5.9913 -0.0427 2.7260 -0.04 0.03 0.05 0.11
H -4.4762 -0.8543 4.3345 0.09 0.01 0.04 0.11
H -3.2408 0.3345 3.9355 0.03 0.00 0.08 0.11
H -2.6286 -1.9790 3.1858 -0.16 -0.07 -0.07 0.12
H -4.0567 -1.9817 2.1308 0.00 0.01 0.00 0.13
H -2.9959 -2.1134 0.1823 0.33 0.35 0.14 0.13
C -0.8715 -2.3081 -1.2851 0.89 0.77 0.40 -0.08
C 0.3539 -2.2531 -1.9338 0.11 0.05 0.01 0.10
C 1.3835 -1.4430 -1.4972 -0.91 0.01 0.59 -0.08
N 2.6406 -1.5621 -2.1665 0.49 -0.12 -0.18 -0.34
O 3.6413 -1.2227 -1.5597 0.10 -0.22 0.02 0.10
O 2.6452 -2.0237 -3.2884 0.07 -0.07 -0.32 0.09
H 0.5160 -2.8821 -2.7990 0.00 0.06 0.09 0.14
N -1.8545 -3.1825 -1.8125 -0.31 -0.36 -0.33 -0.34
O -1.6057 -3.7857 -2.8345 -0.05 -0.15 -0.14 0.09
O -2.9237 -3.2916 -1.2148 -0.18 -0.12 -0.01 0.05
H -0.2051 -0.0135 1.1250 0.00 0.08 0.03 0.13
H 4.4532 0.9583 0.7687 0.04 -0.07 0.16 0.14
H 6.7328 3.4433 -0.8141 0.06 0.07 0.01 0.08
H 7.0398 1.7168 -0.6309 0.13 -0.01 0.02 0.09
H 6.3401 2.6228 0.7061 0.06 0.05 0.08 0.08
```
Positions in Å, forces in eV/Å.

# 2
Molecular formula: C39H31AsIN3O5RhS
Method: DFT, the ωB97M-V functional and the def2-TZVPD basis

Summary:
Total charge = +1
Frontier orbital gap = 6.98 eV
Relative energy (zero: lowest compared OMol25 entry of this formula, charge and spin) = 0.00 kcal/mol

Geometry as XYZ:
```
82
Properties=species:S:1:pos:R:3:forces:R:3:lowdin_charge:R:1
Rh -0.0994 -0.6392 0.7158 0.20 0.27 -0.12 0.22
C -4.5106 2.8203 1.1825 -0.01 -0.04 0.01 0.00
C -3.8254 2.3684 2.4380 -0.01 -0.05 -0.02 -0.23
N -4.3435 2.7708 3.5913 0.03 0.02 0.04 0.14
C -3.8045 2.3509 4.7324 -0.04 0.02 -0.05 -0.07
C -2.7470 1.4632 4.8172 -0.01 0.02 0.04 -0.12
C -2.2419 1.0443 6.1774 -0.02 0.01 -0.02 -0.20
O -0.8705 1.3631 6.3736 0.01 0.00 0.01 -0.05
C -2.1735 1.0178 3.6140 0.18 -0.06 0.04 -0.03
C -1.0938 0.0134 3.7170 -0.13 0.01 -0.07 -0.01
N -0.4252 -0.6025 2.8132 0.05 -0.09 0.20 -0.03
C 0.4844 -1.5916 3.3409 -0.01 -0.06 -0.04 -0.33
C 1.3403 -1.3162 4.3965 -0.02 0.02 0.00 -0.01
C 2.1841 -2.3076 4.8821 0.00 -0.01 0.00 -0.05
C 2.1765 -3.5742 4.3225 -0.01 0.00 -0.01 -0.07
C 1.3343 -3.8587 3.2506 0.04 0.05 0.07 -0.13
C 0.5076 -2.8645 2.7722 -0.10 0.05 -0.07 -0.59
I -0.6660 -3.1317 1.0486 0.08 -0.03 0.08 1.23
C -2.7131 1.5223 2.4403 0.09 -0.01 0.04 -0.13
O -2.1207 1.0712 1.2705 -0.47 -0.23 -0.20 -0.06
H -5.4878 3.2082 1.4571 -0.01 -0.01 -0.01 0.09
H -4.6326 1.9935 0.4802 0.03 0.01 -0.01 0.09
H -3.9502 3.6104 0.6834 -0.01 0.03 0.01 0.09
H -4.2637 2.7300 5.6390 0.00 0.00 0.01 0.12
H -2.3205 -0.0356 6.3095 0.00 0.00 0.01 0.13
H -2.8704 1.5024 6.9441 0.00 0.00 0.00 0.12
H -0.7780 2.3205 6.4264 0.01 0.00 -0.01 0.10
H -0.8822 -0.2700 4.7427 -0.02 0.01 -0.01 0.11
H 1.3563 -0.3209 4.8237 0.01 -0.01 0.01 0.13
H 2.8532 -2.0791 5.7002 0.01 -0.01 0.00 0.11
H 2.8333 -4.3435 4.7046 0.00 0.00 0.00 0.11
H 1.3365 -4.8382 2.7926 0.00 -0.01 0.00 0.11
O -2.6971 0.8201 -1.3784 -0.22 -0.03 -0.10 0.16
C -2.0093 1.7142 -0.9981 0.26 0.27 -0.01 -0.39
N -1.8573 2.0913 0.3719 0.29 -0.01 0.25 -0.11
S -0.2522 2.6434 0.6223 -0.06 0.02 -0.03 0.77
O 0.5719 1.4566 0.7851 0.02 0.21 -0.06 -0.36
O -0.1869 3.6299 1.6433 -0.02 -0.02 0.00 -0.21
C -0.1991 3.3005 -0.9890 0.00 -0.05 -0.05 -0.23
C 0.5975 4.3226 -1.4599 -0.01 0.00 0.00 -0.01
C 0.4131 4.6952 -2.7853 0.02 -0.01 -0.01 -0.04
C -0.5254 4.0545 -3.5891 -0.01 -0.02 0.02 -0.03
C -1.3308 3.0381 -3.0892 0.02 0.03 -0.02 0.02
C -1.1662 2.6745 -1.7675 -0.07 -0.07 0.04 -0.12
H 1.3218 4.8129 -0.8241 0.00 0.00 -0.01 0.13
H 1.0132 5.4938 -3.2001 0.00 0.00 0.00 0.12
H -0.6383 4.3634 -4.6193 0.00 0.00 0.00 0.12
H -2.0828 2.5528 -3.6963 0.01 0.01 -0.01 0.14
C 1.5766 1.8352 -5.1372 0.00 0.01 0.01 -0.08
C 2.2354 2.0278 -3.9285 -0.01 0.02 -0.01 -0.08
C 1.9326 1.2278 -2.8383 0.00 -0.01 0.01 -0.12
C 0.9793 0.2175 -2.9542 0.00 0.05 0.05 -0.37
C 0.3101 0.0376 -4.1588 0.01 0.01 -0.01 -0.09
C 0.6072 0.8509 -5.2474 0.00 -0.01 0.02 -0.07
As 0.7680 -1.0176 -1.4678 -0.08 -0.22 -0.03 1.24
C 2.5969 -1.6402 -1.3218 -0.01 -0.04 0.06 -0.37
C 3.0641 -2.0289 -0.0696 0.00 -0.01 -0.03 -0.11
C 4.3562 -2.5169 0.0721 -0.01 0.00 0.00 -0.07
C 5.1846 -2.6154 -1.0356 0.00 0.00 -0.01 -0.07
C 4.7243 -2.2226 -2.2859 0.00 0.00 -0.01 -0.07
C 3.4344 -1.7339 -2.4302 0.00 0.00 -0.01 -0.11
C -0.1603 -2.4833 -2.3331 0.00 0.02 0.00 -0.44
C -1.5538 -2.4329 -2.3512 -0.01 -0.01 0.02 -0.17
C -2.2779 -3.4656 -2.9305 0.00 0.00 0.00 -0.07
C -1.6147 -4.5535 -3.4839 0.01 0.01 0.01 -0.07
C -0.2285 -4.6057 -3.4611 0.00 0.01 0.00 -0.07
C 0.5009 -3.5708 -2.8889 0.01 -0.02 -0.01 -0.09
H 1.8258 2.4493 -5.9932 0.00 0.00 0.00 0.11
H 2.9966 2.7929 -3.8416 0.00 0.00 0.00 0.11
H 2.4724 1.3596 -1.9060 0.00 0.01 -0.01 0.11
H -0.4223 -0.7525 -4.2652 -0.01 0.00 0.00 0.10
H 0.0954 0.6952 -6.1884 0.00 0.00 0.00 0.11
H 2.4144 -1.9387 0.7944 0.02 0.00 0.00 0.06
H 4.7162 -2.8137 1.0489 0.00 0.00 0.00 0.11
H 6.1928 -2.9930 -0.9266 0.00 0.00 0.00 0.11
H 5.3714 -2.2954 -3.1501 0.00 0.00 0.00 0.11
H 3.0841 -1.4225 -3.4074 0.00 0.00 0.00 0.11
H -2.0736 -1.5880 -1.9100 0.00 -0.01 0.00 0.08
H -3.3591 -3.4219 -2.9469 0.00 0.00 0.00 0.11
H -2.1794 -5.3617 -3.9296 0.00 0.00 0.00 0.11
H 0.2890 -5.4555 -3.8865 0.00 0.00 0.00 0.11
H 1.5821 -3.6245 -2.8662 -0.01 0.00 0.00 0.10
```
Positions in Å, forces in eV/Å.

# 3
Molecular formula: C5H9N2
Method: DFT, the ωB97M-V functional and the def2-TZVPD basis

Summary:
Total charge = +1
Frontier orbital gap (spin up / spin down) = 8.79 / 7.29 eV
Relative energy (zero: lowest compared OMol25 entry of this formula, charge and spin) = 206.81 kcal/mol

Geometry as XYZ:
```
16
Properties=species:S:1:pos:R:3:forces:R:3:lowdin_charge:R:1
C 1.5134 1.1742 -0.3022 -1.86 -4.93 1.83 0.10
C 1.8882 2.2341 -0.7348 0.59 3.83 -1.30 -0.17
C -0.2856 -1.3352 0.2657 1.52 1.16 -0.03 -0.13
C 2.2091 3.5248 -1.2271 -0.71 -0.98 1.33 -0.05
C -2.2611 -2.0231 1.4887 0.13 -1.78 -1.64 -0.02
N -0.2683 -1.9050 -0.8710 -1.17 -1.54 -0.83 0.21
N -0.9703 -1.3008 1.3211 -0.47 -0.36 2.88 0.02
H 1.4583 4.2092 -1.4786 -1.64 0.71 -0.08 0.10
H 2.7215 3.3365 -2.0721 2.10 -0.15 -3.15 0.06
H 2.8133 3.9437 -0.4986 1.37 1.31 1.37 0.08
H -2.7384 -1.7410 2.3799 -0.73 1.23 0.87 0.07
H -2.1595 -3.1522 1.7079 0.34 1.57 -1.07 0.13
H -2.8421 -1.7792 0.5479 0.27 -0.62 1.39 0.12
H 0.3035 -1.5625 -1.6142 0.53 0.41 -0.26 0.12
H -0.8369 -2.7345 -1.1110 0.27 0.56 0.30 0.16
H -0.5452 -0.8892 2.1984 -0.53 -0.43 -1.61 0.20
```
Positions in Å, forces in eV/Å.

# 4
Molecular formula: C6H28BF4O8
Method: DFT, the ωB97M-V functional and the def2-TZVPD basis

Summary:
Total charge = -1
Frontier orbital gap = 9.41 eV
Relative energy (zero: lowest compared OMol25 entry of this formula, charge and spin) = 49.26 kcal/mol

Geometry as XYZ:
```
47
Properties=species:S:1:pos:R:3:forces:R:3:lowdin_charge:R:1
B -0.0723 -0.2475 0.0432 -0.06 0.08 0.16 -1.23
F 0.2609 0.3923 -1.1848 -0.15 -0.06 0.46 0.09
F -1.4609 -0.4243 0.1109 0.21 -0.30 -0.30 0.12
F 0.6403 -1.4439 0.1404 -0.20 0.06 -0.29 0.13
F 0.3033 0.5265 1.1609 0.03 0.15 -0.25 0.12
C 1.8776 3.4388 -1.3902 0.38 -0.33 0.31 -0.16
O 1.5189 2.6459 -0.2750 -0.54 -0.09 -0.27 -0.13
H 2.9075 3.1943 -1.6744 0.03 0.22 -0.09 0.07
H 1.2549 3.2759 -2.2745 -0.20 0.02 0.12 0.07
H 1.8201 4.4834 -1.0819 0.03 0.06 -0.18 0.07
H 0.9838 1.8918 -0.5800 0.42 0.32 0.06 0.03
C -0.0236 -4.6060 1.2644 0.91 0.08 0.45 -0.18
O 0.5662 -4.0422 0.1159 -0.57 -0.14 -0.77 -0.14
H 0.2165 -3.9656 2.1182 -0.24 -0.22 0.21 0.07
H -1.1023 -4.7999 1.2645 -0.04 0.27 -0.45 0.07
H 0.4832 -5.5675 1.3803 -0.14 -0.02 0.24 0.07
H 0.3152 -3.1088 0.0114 0.12 -0.43 0.31 0.04
C -2.0425 0.7606 -3.0953 0.18 0.10 -1.11 -0.14
O -3.2669 0.6818 -3.8398 -0.29 -0.23 0.39 -0.13
H -2.1436 1.5657 -2.3717 0.20 -0.17 0.20 0.08
H -1.7569 -0.1870 -2.6444 -0.42 0.03 0.29 0.07
H -1.2390 0.9853 -3.8039 0.16 0.27 0.31 0.08
H -3.0851 0.7824 -4.7720 0.13 -0.02 -0.08 0.06
C 2.2601 -0.9935 -3.2503 0.39 0.21 -0.31 -0.15
O 3.4324 -1.6632 -2.7923 0.00 0.05 0.01 -0.12
H 2.1290 -1.1472 -4.3255 -0.23 -0.22 0.00 0.07
H 1.3735 -1.2699 -2.6853 -0.06 -0.07 -0.03 0.07
H 2.4298 0.0759 -3.1408 0.02 -0.01 0.31 0.08
H 3.3836 -2.5816 -3.0688 -0.08 -0.02 0.08 0.07
C -0.5054 2.7256 3.5513 0.99 -0.13 -1.20 -0.14
O 0.7372 2.7576 2.8175 -0.34 -0.12 0.52 -0.15
H -0.8389 1.6901 3.6394 -0.33 0.05 0.02 0.06
H -0.3525 3.1235 4.5512 0.09 0.21 -0.05 0.07
H -1.1839 3.3286 2.9484 -0.65 -0.10 0.55 0.07
H 0.5618 2.2877 1.9847 0.34 0.24 0.29 0.03
C -2.3016 -1.3019 3.1080 0.93 -0.20 0.01 -0.14
O -0.9309 -1.7228 3.1613 0.03 0.31 0.35 -0.13
H -2.6565 -1.5584 2.1112 -0.64 0.11 0.17 0.07
H -2.7924 -1.8306 3.9239 -0.26 -0.23 -0.29 0.07
H -2.4385 -0.2379 3.3125 0.14 0.08 -0.24 0.06
H -0.3789 -1.0936 2.6798 -0.16 0.00 -0.04 0.05
O -2.9024 1.6932 1.0365 0.34 0.01 -0.24 -0.07
H -3.2683 2.2196 0.3193 0.03 -0.04 0.04 0.03
H -2.1836 1.1710 0.6228 -0.61 0.13 0.33 0.01
O 3.4846 -0.4698 0.4394 -0.03 -0.01 -0.02 -0.06
H 3.4143 -1.2714 -0.0920 -0.06 0.11 -0.05 0.02
H 2.5720 -0.1631 0.5256 0.21 -0.03 0.07 0.00
```
Positions in Å, forces in eV/Å.

# 5
Molecular formula: C33H24BrN6O2STc
Method: DFT, the ωB97M-V functional and the def2-TZVPD basis

Summary:
Total charge = +1
⟨S²⟩ = 4.08
Multiplicity = 4
Frontier orbital gap (spin up / spin down) = 6.64 / 5.45 eV
Relative energy (zero: lowest compared OMol25 entry of this formula, charge and spin) = 0.00 kcal/mol

Geometry as XYZ:
```
68
Properties=species:S:1:pos:R:3:forces:R:3:lowdin_charge:R:1
Tc -0.2992 -0.2316 -0.4818 -0.09 0.07 0.09 1.41
C 0.0215 5.3550 -0.3149 -0.01 -0.02 0.01 -0.06
C -0.2773 4.8329 0.9363 0.01 0.02 -0.02 -0.05
C 0.0100 3.5101 1.2270 0.00 -0.04 0.00 -0.03
C 0.5917 2.6977 0.2518 -0.03 0.11 -0.04 -0.26
C 0.8923 3.2197 -1.0037 0.03 -0.01 0.04 -0.01
C 0.6136 4.5480 -1.2782 0.00 0.01 0.00 -0.06
N 0.7876 1.3227 0.5080 0.01 -0.11 0.04 0.01
C 1.3783 0.9072 1.6366 -0.01 0.01 -0.09 -0.22
C 2.1985 1.7126 2.4712 0.01 0.02 0.04 0.02
C 2.7487 1.1695 3.5994 -0.01 0.03 -0.03 -0.04
C 2.5115 -0.1738 3.9483 -0.02 -0.03 -0.02 -0.02
C 1.7315 -0.9895 3.1499 0.03 0.00 0.04 0.02
C 1.1803 -0.4571 1.9992 -0.02 -0.01 -0.03 -0.19
N 0.3591 -1.1714 1.1239 0.02 0.02 0.06 -0.16
N 0.1079 -2.4057 1.3905 -0.01 -0.05 0.00 0.12
C -0.7025 -2.9450 0.4343 0.00 0.05 -0.01 -0.30
C -1.1119 -4.2794 0.5205 -0.01 -0.01 -0.01 0.02
C -1.8918 -4.7976 -0.4806 0.00 0.00 0.01 -0.03
C -2.2479 -3.9885 -1.5669 0.00 0.00 -0.01 -0.03
C -1.8208 -2.6880 -1.5973 0.01 0.00 0.01 -0.11
N -1.0754 -2.1554 -0.6055 0.01 -0.04 -0.02 -0.05
H -0.2078 6.3876 -0.5390 0.00 0.01 0.00 0.11
H -0.7486 5.4535 1.6866 0.00 0.00 0.00 0.12
H -0.2516 3.0879 2.1896 0.01 0.00 0.01 0.13
H 1.3781 2.5954 -1.7396 0.01 -0.02 -0.02 0.10
H 0.8651 4.9563 -2.2481 0.00 0.00 -0.01 0.11
H 2.4028 2.7342 2.1865 -0.01 0.02 0.00 0.13
H 3.3858 1.7764 4.2277 0.00 0.00 0.01 0.12
H 2.9541 -0.5759 4.8488 0.00 0.00 0.01 0.12
H 1.5402 -2.0206 3.4062 -0.01 0.00 -0.01 0.12
H -0.7928 -4.8607 1.3725 0.00 0.00 0.01 0.13
H -2.2199 -5.8269 -0.4392 0.00 -0.01 0.00 0.12
H -2.8424 -4.3746 -2.3814 0.00 0.00 0.00 0.12
H -2.0488 -2.0320 -2.4251 0.00 0.00 0.00 0.11
C -3.3965 0.4719 -1.9893 0.02 0.00 0.02 -0.03
C -2.1933 0.9750 -2.7260 -0.01 0.00 -0.01 -0.28
C -2.4283 1.8433 -3.8167 0.01 0.01 0.00 0.00
C -1.3974 2.2696 -4.5915 0.00 -0.01 0.00 0.03
C -0.0919 1.7888 -4.3429 -0.01 0.00 0.02 -0.16
C 1.0103 2.1377 -5.1528 0.01 -0.01 0.00 -0.02
C 2.2442 1.6111 -4.8907 -0.01 0.01 0.00 -0.05
C 2.4179 0.7167 -3.8212 -0.01 0.00 0.00 -0.09
C 1.3667 0.3688 -3.0045 -0.01 0.01 -0.01 -0.61
S 1.5854 -0.7859 -1.7000 0.06 -0.04 -0.05 0.69
C 0.0857 0.9214 -3.2502 0.02 0.02 -0.02 -0.25
N -0.9625 0.5864 -2.4097 -0.01 0.00 0.01 0.01
H -4.1233 0.1220 -2.7247 0.00 0.00 0.00 0.10
H -3.8654 1.2767 -1.4236 0.00 0.02 0.00 0.09
H -3.1702 -0.3272 -1.2942 0.00 0.00 0.00 0.05
H -3.4451 2.1548 -4.0114 0.00 0.00 -0.01 0.13
H -1.5650 2.9483 -5.4187 0.00 0.01 0.00 0.13
H 0.8566 2.8159 -5.9819 0.00 0.00 -0.01 0.12
H 3.0925 1.8694 -5.5093 0.00 0.00 0.00 0.12
H 3.3935 0.2885 -3.6318 0.01 -0.01 0.01 0.11
Br -5.3744 3.5662 4.9542 0.00 0.00 0.00 0.77
C -4.5338 3.2978 3.2891 -0.02 0.01 0.00 -0.67
C -4.7964 4.1686 2.2374 0.01 -0.01 0.02 -0.17
N -4.2248 4.0449 1.0445 0.00 0.02 -0.01 0.09
C -3.3854 3.0316 0.8608 0.00 -0.02 -0.01 -0.10
C -3.0773 2.1045 1.8484 0.00 -0.01 -0.02 -0.12
C -3.6563 2.2493 3.1014 0.00 -0.01 0.02 -0.04
C -2.0967 0.9979 1.6104 -0.02 -0.03 0.06 -0.56
O -1.5537 0.4219 2.5335 0.01 0.02 0.01 0.08
O -1.8827 0.7482 0.3422 0.03 0.01 -0.09 -0.22
H -5.4862 4.9928 2.3715 -0.01 0.01 0.00 0.11
H -2.9084 2.9642 -0.1100 -0.01 0.00 -0.01 0.11
H -3.4153 1.5542 3.8942 0.00 0.00 0.00 0.12
```
Positions in Å, forces in eV/Å.

| no. | strongest force on any atom (eV/Å) | total energy (Ha) |
| --- | --- | --- |
| 1 | 1.25 | -1392.18123 |
| 2 | 0.56 | -5087.15610 |
| 3 | 5.58 | -304.90046 |
| 4 | 1.57 | -1271.87092 |
| 5 | 0.15 | -4803.84141 |